No. 1
Molecular formula: C2H3F2PS
Method: DFT, wB97M-V/def2-TZVPD

Geometry as XYZ:
```
9
C2H3F2PS, DFT wB97M-V/def2-TZVPD
F -4.793 0.028 0.714
P -3.194 -0.428 0.550
F -3.484 -1.182 -0.845
S -2.585 1.450 -0.194
H -2.004 1.846 0.850
C -0.022 -0.981 -0.209
C 0.563 -0.076 -0.678
H -0.566 -1.914 -0.037
H 1.000 0.896 -1.039
```

As for the charge: 0. As for the frontier orbital gap: 10.59 eV. Its HOMO energy is -0.3687 hartree.



No. 2
Molecular formula: C2H3F3FeO3S
Method: DFT, wB97M-V/def2-TZVPD

Geometry as XYZ:
```
13
C2H3F3FeO3S, DFT wB97M-V/def2-TZVPD
O 0.850 1.216 0.696
Fe 2.226 1.531 -0.410
S 0.188 -0.216 -0.458
O -0.488 -1.277 -1.322
O 1.318 0.228 -1.451
C -1.404 0.871 -0.381
F -2.414 0.351 -1.065
F -1.814 1.004 0.878
F -1.152 2.068 -0.906
C 0.615 -1.296 0.924
H 0.628 -2.323 0.547
H 1.618 -0.996 1.272
H -0.171 -1.159 1.676
```

As for the charge: 0. As for the frontier orbital gap (alpha / beta): 7.43 / 7.66 eV. As for the spin multiplicity: 5. Its HOMO energy (alpha / beta) is -0.3431 / -0.3497 hartree.



No. 3
Molecular formula: C2H3F3IN
Method: DFT, wB97M-V/def2-TZVPD

Geometry as XYZ:
```
10
C2H3F3IN, DFT wB97M-V/def2-TZVPD
C 0.242 0.462 0.136
C 0.135 -0.584 -0.874
N 0.267 -0.080 1.426
F -0.001 -0.062 -2.089
F 1.169 -1.367 -0.966
F -0.928 -1.358 -0.557
I 1.249 2.259 -0.220
H -1.807 0.977 -0.500
H 0.144 0.561 2.184
H -0.470 -0.808 1.460
```

As for the charge: 0. As for the frontier orbital gap (alpha / beta): 9.23 / 7.71 eV. Its HOMO energy (alpha / beta) is -0.3531 / -0.3017 hartree.



No. 4
Molecular formula: C2H3F3NO
Method: DFT, wB97M-V/def2-TZVPD

Geometry as XYZ:
```
10
C2H3F3NO, DFT wB97M-V/def2-TZVPD
C 0.239 0.553 -0.261
C 1.238 -0.461 -0.034
N -1.945 -0.302 0.474
O -2.911 -0.165 -0.424
F 0.291 1.718 0.539
F 2.529 -0.296 -0.620
F 0.943 -1.695 -0.562
H 0.323 0.768 -1.303
H 1.353 -0.699 1.112
H -2.060 0.579 1.078
```

As for the charge: -1. As for the frontier orbital gap (alpha / beta): 7.45 / 7.06 eV. Its HOMO energy (alpha / beta) is -0.1075 / -0.0951 hartree.



No. 5
Molecular formula: C2H3F3NSi
Method: DFT, wB97M-V/def2-TZVPD

Geometry as XYZ:
```
10
C2H3F3NSi, DFT wB97M-V/def2-TZVPD
C 0.973 0.777 0.215
C 0.112 1.137 -0.549
N 2.076 0.474 1.041
F -1.663 -1.490 -0.039
F -2.420 -1.179 -2.650
F -3.644 -0.023 -0.554
Si -2.406 -0.680 -1.175
H 2.598 -0.274 0.529
H 1.670 -0.031 1.884
H 2.704 1.289 1.297
```

As for the charge: +1. As for the frontier orbital gap (alpha / beta): 8.12 / 8.12 eV. Its HOMO energy (alpha / beta) is -0.5210 / -0.5210 hartree.



No. 6
Molecular formula: C2H3F3OS
Method: DFT, wB97M-V/def2-TZVPD

Geometry as XYZ:
```
10
C2H3F3OS, DFT wB97M-V/def2-TZVPD
F 2.485 -0.378 -0.047
C 1.522 -0.192 0.833
F 2.259 0.269 1.903
F 1.116 -1.372 1.124
S 0.428 1.151 0.365
H 0.073 0.689 -0.880
C -2.034 -0.129 -0.904
O -1.698 0.561 -1.839
H -2.390 -1.088 -0.578
H -1.761 0.490 0.025
```

As for the charge: 0. As for the frontier orbital gap: 9.99 eV. Its HOMO energy is -0.3623 hartree.



No. 7
Molecular formula: C2H3F4NO
Method: DFT, wB97M-V/def2-TZVPD

Geometry as XYZ:
```
11
C2H3F4NO, DFT wB97M-V/def2-TZVPD
C -1.784 0.038 1.340
C -0.273 -0.693 -0.250
N 1.632 0.262 -0.695
O -0.708 -0.696 0.954
F -1.346 0.878 2.374
F -2.166 0.863 0.379
F 0.019 -1.893 -0.782
F -0.885 -0.089 -1.249
H 2.527 -0.131 -0.891
H 1.341 0.800 -1.376
H 1.644 0.663 0.196
```

As for the charge: 0. As for the frontier orbital gap (alpha / beta): 6.92 / 8.83 eV. Its HOMO energy (alpha / beta) is -0.2722 / -0.3138 hartree.



No. 8
Molecular formula: C2H3FI2O
Method: DFT, wB97M-V/def2-TZVPD

Geometry as XYZ:
```
9
C2H3FI2O, DFT wB97M-V/def2-TZVPD
C 0.334 0.646 -0.748
C 0.038 0.834 0.697
O -0.619 -0.408 -1.043
F 1.069 1.409 1.382
I -1.296 -0.352 1.705
I -0.659 -3.118 2.208
H 1.471 0.290 -0.964
H 0.200 1.570 -1.408
H -0.539 -0.871 -1.829
```

As for the charge: 0. As for the frontier orbital gap (alpha / beta): 7.57 / 6.96 eV. Its HOMO energy (alpha / beta) is -0.3026 / -0.3146 hartree.



No. 9
Molecular formula: C2H3FN2O
Method: DFT, wB97M-V/def2-TZVPD

Geometry as XYZ:
```
9
C2H3FN2O, DFT wB97M-V/def2-TZVPD
C 0.531 -0.559 0.773
C -1.051 0.276 -0.467
N -0.617 -0.849 0.177
N 0.857 0.807 0.700
O -0.018 1.379 0.010
F 2.258 -0.484 -0.669
H 1.129 -1.268 1.273
H -1.004 0.076 -1.436
H -2.084 0.623 -0.361
```

As for the charge: 0. As for the frontier orbital gap (alpha / beta): 7.36 / 7.38 eV. Its HOMO energy (alpha / beta) is -0.3700 / -0.3705 hartree.



No. 10
Molecular formula: C2H3FO
Method: DFT, wB97M-V/def2-TZVPD

Geometry as XYZ:
```
7
C2H3FO, DFT wB97M-V/def2-TZVPD
O -1.495 1.091 -0.035
C -0.356 0.742 0.103
C 0.309 -0.650 -0.059
F -0.540 -1.715 0.054
H 0.339 1.608 0.237
H 0.804 -0.475 -1.105
H 0.939 -0.600 0.805
```

As for the charge: 0. As for the frontier orbital gap: 10.90 eV. Its HOMO energy is -0.3715 hartree.